89
Properties=species:S:1:pos:R:3:forces:R:3:mulliken_charge:R:1 method="wB97M-V/def2-TZVPD" energy_ev=-261509.83658 multiplicity=1 charge=+2 homo_ev=-13.14 max_force_ev_per_a=0.57
C 1.598 3.205 -1.970 -0.04 -0.05 0.02 -0.656
H -1.461 1.928 -1.487 0.01 0.00 0.01 0.122
O -2.743 2.537 2.429 -0.03 -0.02 -0.03 -0.289
C -2.160 -1.100 3.122 -0.03 0.00 0.07 0.155
N -2.858 -1.114 1.986 -0.05 0.19 -0.10 0.425
H 3.807 0.437 -1.888 0.00 0.00 0.00 0.423
H 1.045 -3.028 -7.324 -0.01 0.00 0.00 0.276
H 3.174 0.151 2.667 0.01 -0.02 -0.01 0.267
H 1.389 1.848 -6.811 0.00 0.00 0.01 0.490
C 2.291 -3.774 4.175 0.00 0.00 -0.04 0.458
C 2.676 -2.534 4.665 0.02 0.02 -0.06 0.895
C 1.256 -3.151 -6.268 0.00 -0.03 -0.01 -0.787
C 2.896 -2.315 6.018 0.01 0.02 0.04 -0.642
C 2.318 -4.652 6.359 0.01 0.03 -0.01 -0.494
H 1.158 0.116 -7.131 0.00 0.00 -0.01 0.428
H 2.292 0.661 -5.859 0.00 -0.01 0.00 0.330
H -0.708 3.350 -1.056 -0.04 0.00 0.00 0.289
H -4.385 3.521 3.067 0.01 0.00 0.01 0.251
C -4.368 -0.789 3.739 0.02 -0.02 0.00 -0.645
H 1.807 -5.833 4.630 0.00 0.00 0.00 0.434
C -0.245 -0.722 -2.556 -0.09 0.40 0.16 0.285
C -2.592 -1.705 -3.502 -0.01 0.00 -0.01 -0.714
H 2.326 -3.198 -6.084 0.01 0.01 -0.01 0.362
C -1.291 -0.887 -1.666 0.10 -0.34 0.09 0.175
H 4.209 -0.238 4.050 0.00 -0.01 0.02 0.369
C 0.339 -0.567 -3.803 0.03 -0.08 -0.11 0.338
H -2.233 4.920 -4.137 0.00 0.00 -0.01 0.345
O -2.465 -1.343 -2.121 0.01 -0.01 -0.06 -0.437
Se 2.369 -1.742 0.683 0.17 0.31 -0.03 -0.530
H 3.203 -1.351 6.400 0.00 0.00 0.00 0.458
H -4.499 2.986 1.381 0.00 -0.01 0.00 0.374
H 2.871 -3.282 7.916 0.00 0.00 0.00 0.421
C 3.194 -0.289 3.660 -0.02 -0.01 0.01 -1.030
H -4.676 -0.082 1.677 0.00 0.02 0.02 0.232
H 0.776 -4.047 -5.882 0.00 0.00 0.02 0.311
H -2.431 -1.115 1.065 0.02 -0.13 0.02 -0.004
H -2.245 3.341 -4.956 0.00 0.00 0.00 0.285
C -1.683 3.997 -4.292 0.01 -0.01 0.03 -0.254
H -2.475 -0.834 -4.148 0.00 0.01 0.01 0.245
H -3.477 4.398 1.827 0.00 0.00 0.00 0.385
H -3.036 -1.735 6.101 0.00 0.00 0.00 0.316
As -0.157 0.857 -5.109 0.01 -0.05 -0.01 0.273
C -1.841 2.233 1.505 -0.02 -0.02 -0.01 0.391
H -4.836 -1.830 1.867 0.00 0.00 -0.02 0.367
H -1.865 -2.474 -3.766 0.01 -0.01 0.01 0.316
O -0.443 4.368 -4.896 -0.01 0.02 0.04 -0.349
H -2.832 3.273 0.039 0.00 0.00 0.00 0.241
H -4.999 -1.544 4.208 0.00 -0.01 0.00 0.389
C -3.840 3.418 2.136 0.02 0.01 -0.01 -0.906
O 1.772 -2.506 -3.716 0.02 0.03 0.00 -0.556
C 2.708 -3.398 6.854 -0.01 -0.02 -0.02 -0.723
As 1.359 0.326 -2.052 0.05 -0.03 -0.09 0.880
C 0.567 2.298 -4.010 -0.03 0.08 -0.01 0.288
N -2.977 -0.955 4.161 0.05 0.01 0.02 0.075
H 3.374 0.009 -3.567 -0.01 0.00 0.00 0.371
C 3.113 3.841 -0.287 0.01 0.01 0.01 -0.795
C -4.292 -0.951 2.210 0.00 -0.05 0.03 -0.495
H -4.729 0.195 4.044 0.00 0.00 0.00 0.329
Cd 0.327 -0.143 1.040 -0.24 -0.50 0.15 2.343
N 2.776 -1.678 3.566 0.05 0.06 0.01 0.597
O -1.266 -0.704 -0.415 -0.04 0.27 -0.17 -0.907
C 2.103 -4.865 5.011 -0.01 -0.03 0.01 -0.990
O 0.694 -1.983 -5.620 0.02 0.08 0.00 -0.342
O 1.109 4.305 -1.982 0.01 0.01 -0.02 -0.587
N -1.068 2.461 -0.720 0.00 -0.04 0.01 -0.319
N -2.048 2.677 0.249 -0.01 0.07 0.04 -0.268
C 1.051 -1.792 -4.355 -0.05 -0.13 0.04 0.460
O -0.880 1.554 1.849 0.13 0.19 -0.01 -0.855
H -1.527 -0.918 5.646 0.00 0.00 -0.01 0.261
H 1.860 -4.300 2.133 0.00 -0.01 0.01 0.258
O 2.572 2.812 -1.146 0.06 0.00 -0.04 -0.390
C 1.131 2.075 -2.824 0.01 0.04 0.02 0.533
O 1.718 3.984 -5.128 0.01 0.01 0.03 -0.519
C -2.609 -0.891 5.559 -0.01 -0.01 0.00 -0.889
H 2.516 0.250 4.321 -0.01 0.00 -0.01 0.356
H 3.316 -1.241 -2.285 -0.01 0.00 -0.01 0.427
H 2.357 4.159 0.429 -0.01 0.00 0.00 0.313
H 2.186 -5.472 7.050 0.00 0.00 0.00 0.424
H -3.595 -2.103 -3.611 0.00 0.00 0.01 0.347
H 3.429 4.691 -0.885 0.00 0.00 0.00 0.333
S -0.465 -1.296 3.247 -0.02 -0.03 -0.04 -0.288
C 0.658 3.654 -4.684 -0.03 -0.08 -0.07 0.288
H -2.982 0.036 5.996 0.00 0.00 -0.01 0.317
C 2.455 -2.350 2.455 -0.07 -0.08 0.04 -0.554
C 1.346 0.857 -6.360 0.01 0.00 -0.01 -1.275
C 3.179 -0.190 -2.518 0.00 -0.05 0.02 -1.273
N 2.172 -3.613 2.799 -0.01 -0.04 0.02 0.208
H 3.959 3.387 0.216 -0.01 0.00 0.00 0.268
H -1.521 3.508 -3.329 0.00 0.02 -0.01 -0.034